ORCA calculation (wB97M-V/def2-TZVPD) on a structure of composition C20H33F5N2O4RhS2Si.

Geometry as XYZ:
```
68
Properties=species:S:1:pos:R:3:forces:R:3
Rh -0.61912 0.63719 -0.00405 0.244 0.048 0.424
C 3.83963 -0.35929 -0.84600 0.046 -0.011 0.017
C 2.54229 0.39695 -1.07370 0.029 -0.083 0.183
C 2.76992 1.89743 -1.07235 0.006 0.060 -0.030
C 1.84742 -0.05694 -2.34194 -0.033 -0.015 -0.073
O 1.61467 0.03009 0.01624 0.007 0.264 -0.163
Si 1.77746 0.09264 1.67158 -0.409 -0.175 0.129
S -0.32503 -0.17140 2.15236 0.016 0.024 -0.059
O 2.31661 1.55422 2.06623 0.104 0.019 -0.020
C 3.01060 2.07005 3.23620 -0.099 -0.083 -0.043
C 4.46376 1.63420 3.15480 0.048 0.005 0.025
C 2.87745 3.57949 3.13986 -0.001 0.050 -0.007
C 2.33425 1.54286 4.49234 -0.005 0.000 0.038
O 2.65333 -1.06621 2.34554 0.191 -0.050 -0.119
C 2.58288 -2.51994 2.43473 -0.061 0.125 -0.015
C 1.89129 -2.85073 3.74599 0.002 -0.032 0.047
C 4.02351 -2.99662 2.42929 0.041 -0.019 0.012
C 1.81578 -3.08674 1.25024 -0.025 -0.023 -0.031
H 4.53592 -0.15587 -1.66003 -0.011 0.017 -0.002
H 3.66408 -1.43433 -0.80789 -0.001 0.005 -0.013
H 4.31471 -0.04766 0.08719 -0.018 -0.007 0.001
H 3.40150 2.15794 -1.92316 0.001 0.011 0.014
H 3.26259 2.22062 -0.15684 0.017 -0.023 -0.008
H 1.82871 2.44029 -1.15885 -0.017 -0.037 -0.017
H 2.47717 0.14806 -3.20794 0.003 -0.029 0.006
H 0.90864 0.48695 -2.49258 0.006 0.020 0.044
H 1.63195 -1.12555 -2.30820 0.021 0.000 0.003
H 4.92244 2.01181 2.23927 -0.005 0.002 0.003
H 4.54087 0.54660 3.16602 -0.016 0.008 0.005
H 5.02269 2.02818 4.00478 -0.001 0.005 -0.010
H 3.33302 3.94407 2.21827 -0.002 -0.008 0.002
H 3.37223 4.05924 3.98487 0.003 -0.003 -0.007
H 1.82342 3.86449 3.14451 0.006 -0.014 0.010
H 2.44596 0.46034 4.57452 -0.002 0.002 -0.020
H 1.26994 1.78708 4.48194 0.008 0.011 0.002
H 2.78016 1.99722 5.37777 0.003 -0.010 -0.004
H 2.41315 -2.37734 4.57833 0.006 -0.009 -0.005
H 1.89088 -3.92904 3.90982 -0.004 0.005 -0.006
H 0.85639 -2.50506 3.73899 0.006 0.015 -0.010
H 4.57526 -2.54738 3.25540 -0.007 0.000 -0.003
H 4.51310 -2.72373 1.49342 -0.002 0.003 0.008
H 4.06313 -4.08104 2.53688 -0.004 0.005 -0.005
H 0.78454 -2.72769 1.23410 0.008 0.005 0.022
H 1.79001 -4.17476 1.31831 0.007 0.004 0.003
H 2.29271 -2.81646 0.30776 0.012 -0.008 0.008
F -7.16613 -1.07039 1.27393 0.002 -0.001 0.000
C -5.97684 -0.99612 0.71161 -0.026 -0.006 0.014
C -5.59226 -1.94377 -0.22722 0.019 0.016 0.006
F -6.41991 -2.92281 -0.55097 -0.011 -0.010 -0.008
C -4.34582 -1.85277 -0.81319 -0.091 -0.069 -0.062
F -3.99846 -2.76675 -1.70701 0.015 0.028 0.001
C -3.44939 -0.83187 -0.48013 0.246 -0.110 -0.135
S -1.91948 -0.74730 -1.29984 -0.244 -0.061 -0.051
C -3.86783 0.09331 0.47335 -0.060 0.025 0.179
F -3.05596 1.09880 0.83945 -0.025 0.089 -0.082
C -5.11061 0.03061 1.06310 0.017 -0.023 -0.001
F -5.48078 0.93375 1.96085 0.008 0.019 0.003
C -0.83458 6.04683 1.45316 0.023 0.007 -0.004
N -0.50665 4.93286 0.58345 -0.043 -0.094 -0.011
C -0.59948 3.63789 0.91728 0.083 0.065 0.126
N -1.03362 3.32730 2.15213 -0.083 0.022 -0.043
O -0.24051 2.76213 0.09020 -0.027 0.059 -0.267
H -0.46852 6.96151 0.99644 -0.014 0.001 -0.007
H -0.33881 5.93958 2.41891 0.006 0.007 -0.003
H -1.91171 6.14694 1.60206 0.000 -0.011 0.010
H -0.21924 5.10072 -0.36528 0.018 0.031 -0.007
H -1.47780 4.00564 2.74468 0.050 0.006 0.008
H -1.08347 2.35467 2.40958 0.019 -0.064 -0.003
```
Positions in Å, forces in eV/Å.

Properties
Total charge: +1
2S+1: 5


ORCA calculation (wB97M-V/def2-TZVPD) on a structure of composition C21H25Cl3N4O2PdS in a non-equilibrium geometry.

Geometry as XYZ:
```
57
Properties=species:S:1:pos:R:3:forces:R:3
Pd 1.29828 -2.88320 -1.55036 1.478 0.514 0.744
N 3.50098 -2.93810 -1.70496 -1.034 -0.057 -0.085
C 4.41848 -2.15070 -0.86266 0.379 0.540 0.791
C 4.05878 -2.23300 0.62084 -0.174 0.206 -0.309
C 2.71938 -1.55110 0.95354 -0.121 -0.250 0.028
C 1.75298 -2.49330 1.67464 0.102 1.123 -0.103
N 1.39128 -3.60740 0.78814 0.090 -0.705 -1.320
H 3.69218 -3.93980 -1.57656 -0.041 0.311 -0.071
H 3.69678 -2.73130 -2.68826 -0.102 -0.108 0.147
H 4.35588 -1.10830 -1.18246 0.026 -0.092 -0.066
H 5.45318 -2.48450 -1.00126 -0.219 -0.050 -0.206
H 4.85988 -1.76360 1.19024 0.061 -0.098 -0.049
H 4.03718 -3.28000 0.92534 0.167 -0.158 0.071
H 2.22928 -1.21130 0.02164 0.130 0.135 0.405
H 2.88498 -0.66760 1.57324 -0.079 -0.033 -0.101
H 0.84198 -1.94780 1.92344 -0.001 -0.091 0.037
H 2.19718 -2.85700 2.60934 -0.124 -0.131 -0.177
H 0.52918 -4.05260 1.09564 0.108 -0.047 -0.094
H 2.12408 -4.31590 0.81644 -0.260 -0.036 0.002
O -1.61402 -3.39700 -2.24816 1.881 -0.592 0.562
C -0.53192 -3.38950 -1.91706 -2.364 1.417 -0.332
Cl 1.37168 3.26990 4.61144 0.143 0.066 0.135
C 0.57348 2.93370 3.13244 -0.244 -0.376 -0.488
C 0.34218 1.60910 2.75694 0.152 0.379 0.189
C -0.36502 1.35290 1.60024 0.061 0.321 -0.076
C -0.83272 2.37770 0.78454 -0.116 0.126 -0.061
C -1.68822 2.02140 -0.40866 -0.036 0.111 0.006
C -0.96602 2.27540 -1.75946 -1.212 0.636 0.151
N 0.05318 1.29400 -2.02496 0.448 -0.981 -0.047
C 1.34868 1.53140 -2.37536 0.337 -0.381 -0.090
C 1.93998 0.31120 -2.54176 0.577 0.302 -0.111
N 1.02128 -0.66240 -2.28696 -0.097 -1.638 0.160
C -0.10362 -0.03940 -1.98646 -0.594 0.033 0.102
O -2.89692 2.74970 -0.36296 0.685 -0.038 -0.087
C -4.02582 2.05020 -0.84746 -0.546 -0.132 0.062
C -4.51742 0.96770 0.08074 0.006 0.854 1.141
C -4.88702 1.21010 1.39954 0.060 -1.114 -0.794
Cl -4.81702 2.69300 2.19724 -0.029 0.480 0.308
S -5.47042 -0.22720 2.19714 0.369 0.795 -0.617
C -5.21642 -1.13330 0.77644 0.267 0.123 -0.448
C -4.70462 -0.38220 -0.25616 -0.325 -0.856 0.571
C -0.54032 3.70170 1.14384 0.078 -0.754 0.251
Cl -1.04052 5.00860 0.15384 -0.010 0.384 -0.095
C 0.14998 3.97580 2.31704 0.046 -0.066 0.025
H 0.69308 0.80280 3.38084 0.005 -0.043 0.158
H -0.57952 0.33100 1.32614 -0.137 -0.197 -0.021
H -1.91192 0.94740 -0.33616 -0.006 0.041 0.030
H -0.52112 3.27010 -1.75656 0.064 -0.151 -0.053
H -1.71192 2.24390 -2.56086 0.132 0.020 0.062
H 1.74048 2.52040 -2.49796 0.055 0.201 -0.012
H 2.93658 0.08040 -2.86416 0.160 0.091 -0.001
H -1.03502 -0.53730 -1.79046 -0.158 0.132 0.133
H -3.82572 1.61770 -1.83576 -0.066 0.036 -0.036
H -4.80062 2.81580 -0.95296 0.132 -0.099 -0.105
H -5.46662 -2.17750 0.75704 -0.060 -0.149 -0.004
H -4.49752 -0.79810 -1.22676 -0.025 -0.043 -0.245
H 0.35538 4.99750 2.59554 -0.019 0.090 0.030
```
Positions in Å, forces in eV/Å.

Properties
Total charge: +2


ORCA calculation (wB97M-V/def2-TZVPD) on a structure of composition C6H13N3 in a non-equilibrium geometry.

Geometry as XYZ:
```
22
Properties=species:S:1:pos:R:3:forces:R:3
C -0.67925 0.08096 3.52645 -3.724 -3.038 1.801
C -0.23666 0.04703 1.04504 -0.876 -2.337 1.042
C -0.79916 -1.16737 -0.62800 -2.755 -2.317 -1.395
C 0.23930 -0.04103 -1.10094 -3.992 -2.791 -7.409
C 1.39721 -0.56532 -1.76775 6.385 -2.339 -2.791
C -0.13817 1.10199 -2.30998 -7.449 -3.798 -1.699
H -1.12747 -1.30779 3.28318 1.378 4.253 1.227
H 0.32147 0.15417 4.72259 -3.298 -0.148 -3.777
H -1.87792 0.80063 3.73456 4.002 -2.270 -0.291
H 0.73043 0.75523 2.71536 6.741 2.955 0.719
H -0.49496 -2.24377 -0.69931 1.173 0.981 -0.228
H -1.80160 -1.41044 -1.23293 1.708 1.730 0.950
H 1.26809 -1.88625 -2.47080 0.425 4.369 2.060
H 1.67709 0.45930 -2.58090 0.661 -4.129 2.225
H 2.41423 -0.63936 -0.74037 -3.003 -0.195 -3.652
H 0.01038 0.64474 -3.47097 -1.287 0.520 3.220
H -1.41692 1.66483 -2.23585 3.805 -1.947 -0.164
H 0.42941 1.89936 -2.52421 2.853 3.198 0.824
H 0.51155 1.65372 -0.38568 0.735 -3.542 3.201
N -0.01984 0.45783 2.31778 -4.961 -0.848 -0.174
N -1.05064 -0.97851 0.80364 2.250 3.658 -1.109
N 0.64343 0.52005 -0.00091 -0.772 8.033 5.420
```
Positions in Å, forces in eV/Å.

Properties
Total charge: 0


Respective DFT total energy values: -2888.0561 -3090.7744 -400.1919 hartree.
Respective energy above the lowest of the compared OMol25 structures with the same formula, charge and spin values: 25.45 212.56 1315.65 kJ/mol.